(1)
{
  "formula": "C39H60F3KN9OPSSi2",
  "method": "the ωB97M-V functional and the def2-TZVPD basis",
  "elements": ["K", "C", "N", "C", "C", "N", "C", "P", "C", "N", "C", "C", "N", "C", "C", "N", "C", "C", "N", "C", "H", "H", "H", "H", "H", "H", "H", "H", "H", "H", "H", "H", "H", "H", "H", "F", "C", "F", "F", "C", "C", "C", "C", "N", "C", "S", "H", "H", "H", "N", "C", "N", "O", "H", "H", "H", "H", "C", "C", "C", "C", "Si", "C", "C", "C", "C", "C", "C", "C", "C", "H", "H", "H", "H", "H", "H", "H", "H", "H", "H", "H", "H", "H", "H", "H", "H", "H", "H", "H", "H", "H", "H", "H", "H", "H", "H", "H", "C", "Si", "C", "C", "C", "C", "C", "C", "C", "H", "H", "H", "H", "H", "H", "H", "H", "H", "H", "H"],
  "coordinates": [[-0.508, 0.865, -0.122], [-0.436, 3.938, -4.494], [-0.747, 4.192, -3.091], [-2.014, 4.076, -2.664], [-1.998, 4.228, -1.293], [-0.704, 4.365, -0.892], [0.020, 4.349, -2.010], [1.803, 4.499, -2.145], [2.202, 2.738, -2.358], [1.400, 1.736, -1.982], [2.044, 0.599, -2.241], [3.262, 0.855, -2.793], [3.330, 2.228, -2.918], [4.553, 3.038, -3.269], [2.566, 4.528, -0.445], [3.302, 3.479, -0.076], [3.678, 3.800, 1.198], [3.168, 5.014, 1.593], [2.431, 5.412, 0.517], [1.520, 6.582, 0.407], [-0.415, 2.888, -4.742], [-1.261, 4.405, -5.087], [0.545, 4.347, -4.759], [-2.873, 3.904, -3.317], [-2.760, 4.146, -0.545], [1.652, -0.378, -1.976], [4.142, 0.227, -2.967], [4.199, 4.038, -3.257], [5.266, 2.879, -2.488], [4.983, 2.753, -4.177], [4.334, 3.258, 1.825], [3.252, 5.460, 2.545], [1.584, 7.134, 1.332], [1.865, 7.298, -0.357], [0.485, 6.172, 0.213], [1.356, 1.542, 8.195], [0.431, 0.970, 7.341], [-0.376, 1.955, 6.882], [-0.410, 0.307, 8.158], [1.083, 0.093, 6.344], [1.038, -1.234, 6.597], [1.838, -2.125, 5.932], [2.737, -1.539, 5.052], [2.770, -0.261, 4.727], [1.917, 0.597, 5.298], [2.136, 2.193, 4.821], [0.366, -1.742, 7.272], [1.778, -3.176, 6.019], [3.431, -2.110, 4.464], [5.322, 1.010, 3.634], [5.208, 0.062, 2.607], [3.969, 0.007, 2.046], [6.177, -0.597, 2.208], [4.506, 1.280, 4.099], [6.131, 0.894, 4.235], [3.195, 0.436, 2.534], [3.884, -0.483, 1.157], [-1.941, -2.680, -2.694], [-1.696, -3.381, -1.341], [-1.976, -4.873, -1.436], [-2.814, -2.814, -0.511], [0.029, -2.625, -0.516], [1.461, -3.610, -1.413], [2.809, -2.894, -1.069], [1.622, -5.119, -1.092], [1.243, -3.556, -2.931], [0.037, -3.279, 1.366], [1.379, -3.383, 2.053], [-0.826, -2.333, 2.192], [-0.687, -4.666, 1.648], [-2.985, -2.869, -3.025], [-1.338, -3.021, -3.502], [-1.778, -1.615, -2.547], [-3.044, -4.982, -1.628], [-1.743, -5.412, -0.564], [-1.367, -5.281, -2.255], [-3.777, -3.032, -1.072], [-2.870, -1.737, -0.448], [-2.926, -3.359, 0.506], [3.139, -3.184, -0.059], [2.630, -1.821, -1.102], [3.593, -3.245, -1.825], [1.737, -5.319, -0.015], [2.489, -5.577, -1.632], [0.709, -5.646, -1.388], [1.033, -2.566, -3.266], [0.409, -4.201, -3.249], [2.132, -3.928, -3.460], [1.957, -2.428, 2.059], [2.076, -4.089, 1.606], [1.276, -3.677, 3.103], [-0.296, -1.417, 2.457], [-1.182, -2.758, 3.162], [-1.647, -1.996, 1.648], [-0.123, -5.425, 1.142], [-1.708, -4.657, 1.273], [-0.640, -4.923, 2.738], [-5.555, 0.288, 0.980], [-4.276, 1.147, -0.200], [-5.072, 2.958, -0.359], [-4.911, 0.571, -1.990], [-5.902, -0.399, -2.179], [-6.288, -0.712, -3.491], [-5.656, -0.131, -4.573], [-4.641, 0.836, -4.396], [-4.301, 1.154, -3.129], [-6.497, 0.155, 0.502], [-5.697, 0.907, 1.853], [-5.204, -0.665, 1.301], [-6.115, 2.854, -0.459], [-4.703, 3.356, -1.363], [-4.841, 3.593, 0.545], [-6.275, -0.922, -1.314], [-7.051, -1.419, -3.695], [-5.965, -0.487, -5.545], [-4.241, 1.303, -5.264], [-3.557, 1.861, -2.924]],
  "forces_ev_per_a": [[-0.30, -0.05, 0.09], [-0.15, 0.87, -0.34], [-0.30, -0.47, -1.59], [-2.34, 0.15, 1.07], [0.51, -0.42, -0.43], [0.71, 0.34, -0.41], [0.69, -0.07, 1.73], [1.29, 0.04, 0.12], [-0.66, -1.10, -0.48], [-0.63, 1.84, 0.06], [0.72, -1.39, -0.10], [1.05, 0.33, -0.21], [1.26, 0.46, -0.19], [-2.12, -1.29, 1.88], [-0.79, -2.26, -1.55], [0.26, 0.80, 0.46], [0.12, 0.85, 0.12], [0.11, -1.59, -0.96], [-1.13, 3.07, 0.50], [-0.09, -0.82, -0.16], [-0.04, -0.47, 0.28], [0.91, -0.23, 0.32], [-0.32, 0.16, 0.07], [0.60, 0.09, 0.13], [-0.39, 0.05, -0.20], [-0.22, 0.23, -0.08], [-0.62, 0.27, -0.15], [0.10, 1.05, -0.22], [0.46, 0.11, 0.58], [0.31, -0.46, -1.60], [0.43, -1.02, 0.18], [-0.25, 0.73, 0.57], [-0.28, -0.06, 0.42], [-0.20, -0.58, -0.07], [1.07, 0.74, 0.20], [-0.50, -0.08, -0.68], [-0.67, 1.18, 0.52], [0.83, 0.16, -0.35], [-0.04, -0.88, 0.54], [-0.02, 1.34, -0.10], [-0.60, -2.13, 0.36], [1.05, 0.92, -1.10], [-0.17, -0.16, -0.72], [-0.01, -0.94, -0.09], [0.46, 0.02, 1.05], [-0.45, 1.27, -0.15], [-0.33, 0.74, 0.51], [-0.08, -0.83, 0.31], [0.37, -0.59, 0.00], [1.85, -1.04, -1.21], [0.55, 0.37, 0.33], [0.59, -0.17, -0.45], [-0.63, 0.47, 0.20], [-1.68, 0.48, 0.79], [-0.28, -0.15, -0.36], [-0.06, -0.13, -0.17], [-0.17, 0.23, 0.68], [-0.56, -0.43, 0.42], [0.60, 0.94, 0.35], [0.53, 0.74, -1.60], [-2.18, -1.44, 1.15], [-0.54, -0.26, -0.08], [0.79, -0.78, 0.05], [-0.11, -1.23, -0.77], [-0.11, 0.08, 0.27], [0.04, -0.85, 0.26], [-1.35, -1.40, 0.86], [1.25, 0.81, -0.01], [1.11, 0.47, 1.31], [0.96, 0.67, -0.01], [0.22, 0.27, 0.23], [0.78, -0.26, -0.59], [-0.15, 0.20, -0.24], [-0.17, -0.35, -0.35], [0.31, -0.63, 1.11], [-0.37, -0.25, 0.03], [0.58, -0.05, 0.58], [0.47, 0.45, 0.55], [0.14, 1.30, -1.46], [-0.01, 0.25, -0.35], [0.51, 0.05, -0.04], [-0.69, 0.67, 0.92], [0.17, 0.13, -0.37], [-0.44, 0.29, 0.26], [0.15, -0.08, -0.09], [-0.16, 0.94, -0.40], [0.20, 0.23, 0.20], [0.11, 0.07, 0.01], [-0.54, -0.32, -0.01], [-0.12, -0.32, -0.15], [-0.16, 0.04, 0.09], [0.32, 0.16, 0.07], [0.27, 0.06, -0.59], [-1.71, 0.41, -0.81], [0.08, -0.77, -0.40], [0.05, -0.12, 0.33], [-0.24, 0.37, -0.66], [0.73, 0.78, -0.50], [0.12, 0.27, -0.46], [1.86, -0.01, -0.28], [0.12, -0.16, 0.72], [0.84, 0.62, -0.80], [0.78, 0.40, 0.51], [0.10, 0.20, 0.03], [-1.68, -1.39, -0.67], [-0.81, -0.56, 1.49], [-1.05, -0.06, -0.39], [-0.03, 0.26, 0.41], [0.34, -0.89, 0.33], [-1.58, -0.04, -0.03], [-0.31, -0.01, 1.49], [-0.07, -0.31, -1.15], [-0.43, -0.08, 0.00], [-0.67, -0.75, -0.02], [0.09, 0.26, -0.33], [0.60, 0.34, -0.52], [1.14, 1.01, 0.12]],
  "mulliken_charge": [1.04, -0.91, 0.32, -0.07, -0.96, -0.47, 0.25, -0.64, -0.11, 0.42, 0.20, -0.79, 0.30, -0.96, 0.20, -0.14, -0.67, -0.26, 0.11, -0.82, 0.30, 0.39, 0.34, 0.62, 0.37, -0.39, 0.42, 0.32, 0.35, 0.39, 0.43, 0.51, 0.37, 0.27, 0.28, -0.27, 0.62, -0.25, -0.32, 0.17, -0.14, -1.09, -0.33, -0.05, -0.13, -0.48, 0.35, 0.50, 0.46, -0.29, 0.44, 0.06, -0.77, 0.15, 0.23, 0.10, 0.05, -1.99, 2.80, -2.04, -2.21, -0.87, 2.11, -1.28, -1.59, -2.36, 2.71, -1.52, -2.00, -2.11, 0.54, 0.38, 0.31, 0.55, 0.29, 0.33, 0.56, 0.15, 0.14, 0.29, -0.21, 0.47, 0.24, 0.44, 0.28, 0.36, 0.33, 0.57, 0.10, 0.21, 0.37, 0.23, 0.29, 0.51, 0.33, 0.45, 0.52, -1.62, 0.59, -1.47, 0.09, -0.13, -0.75, -0.44, -0.54, -0.51, 0.48, 0.38, 0.28, 0.52, 0.21, 0.29, 0.29, 0.38, 0.31, 0.46, 0.52],
  "e_homo_ev": -1.3,
  "lumo_ev": 3.47,
  "charge": -2,
  "homo_lumo_gap_ev": 4.799
}

***

(2)
{
  "formula": "C39H60N12PPb",
  "method": "the ωB97M-V functional and the def2-TZVPD basis",
  "elements": ["Pb", "C", "N", "C", "C", "C", "C", "C", "C", "N", "C", "C", "C", "C", "C", "C", "N", "C", "C", "C", "C", "C", "N", "H", "H", "H", "H", "H", "H", "H", "H", "H", "H", "H", "H", "H", "H", "H", "H", "H", "H", "C", "N", "C", "N", "C", "N", "C", "N", "C", "C", "H", "H", "H", "H", "H", "H", "H", "H", "H", "H", "H", "H", "N", "P", "N", "C", "C", "C", "C", "C", "N", "C", "C", "C", "C", "C", "N", "C", "C", "C", "C", "C", "H", "H", "H", "H", "H", "H", "H", "H", "H", "H", "H", "H", "H", "H", "H", "H", "H", "H", "H", "H", "H", "H", "H", "H", "H", "H", "H", "H", "H", "H"],
  "coordinates": [[-1.748, 1.158, -1.120], [-1.889, 3.313, -3.984], [-0.987, 2.275, -3.486], [0.339, 2.805, -3.137], [0.203, 3.827, -2.038], [0.795, 5.078, -2.078], [0.525, 5.978, -1.057], [-0.336, 5.606, -0.036], [-0.875, 4.332, -0.065], [-0.605, 3.467, -1.040], [-0.863, 1.167, -4.446], [-0.548, -0.166, -3.812], [0.039, -1.128, -4.563], [0.126, -2.449, -3.991], [-0.242, -2.675, -2.727], [-0.717, -1.579, -1.805], [-0.993, -0.341, -2.551], [-3.297, 3.233, -3.436], [-4.276, 4.080, -3.947], [-5.560, 4.008, -3.445], [-5.842, 3.084, -2.446], [-4.815, 2.284, -1.995], [-3.569, 2.357, -2.477], [-1.963, 3.261, -5.076], [-1.492, 4.306, -3.762], [0.849, 3.241, -4.004], [0.940, 1.958, -2.791], [1.447, 5.342, -2.900], [0.971, 6.964, -1.067], [-0.586, 6.287, 0.766], [-1.541, 3.973, 0.712], [-0.093, 1.400, -5.190], [-1.811, 1.069, -4.979], [0.343, -0.932, -5.581], [0.480, -3.268, -4.606], [-0.206, -3.676, -2.321], [-1.670, -1.917, -1.365], [-4.023, 4.781, -4.733], [-6.334, 4.661, -3.826], [-6.835, 2.986, -2.031], [-4.983, 1.547, -1.216], [-2.529, 0.499, 2.468], [-2.364, 0.160, 3.878], [-2.992, 1.214, 4.682], [-2.411, 2.534, 4.410], [-2.579, 2.819, 2.989], [-1.940, 1.804, 2.135], [-0.516, 1.744, 2.486], [-0.298, 1.443, 3.897], [-0.927, 0.151, 4.180], [-0.974, 2.469, 4.696], [-3.595, 0.515, 2.224], [-2.036, -0.263, 1.856], [-2.861, 0.979, 5.739], [-4.061, 1.243, 4.459], [-2.138, 3.797, 2.777], [-3.646, 2.855, 2.755], [-0.050, 2.705, 2.249], [-0.051, 0.963, 1.878], [-0.787, -0.090, 5.235], [-0.441, -0.615, 3.573], [-0.524, 3.441, 4.483], [-0.835, 2.246, 5.755], [0.162, -1.192, -0.688], [1.157, -2.117, 0.091], [0.599, -3.315, 1.107], [0.451, -3.230, 2.557], [-1.012, -3.205, 2.995], [-1.809, -4.355, 2.390], [-1.636, -4.362, 0.875], [-0.153, -4.430, 0.531], [2.045, -1.132, 1.129], [3.212, -1.791, 1.736], [3.684, -1.022, 2.959], [4.075, 0.395, 2.553], [2.917, 1.068, 1.823], [2.407, 0.214, 0.666], [2.214, -2.947, -0.898], [2.712, -4.309, -0.749], [4.239, -4.359, -0.751], [4.818, -3.652, -1.974], [4.255, -2.239, -2.098], [2.731, -2.283, -2.098], [0.957, -2.338, 2.919], [0.946, -4.103, 3.003], [-1.459, -2.260, 2.680], [-1.055, -3.237, 4.086], [-2.862, -4.267, 2.660], [-1.450, -5.306, 2.797], [-2.060, -3.447, 0.448], [-2.151, -5.213, 0.424], [-0.003, -4.453, -0.545], [0.254, -5.368, 0.931], [4.035, -1.826, 1.010], [2.966, -2.824, 1.983], [4.533, -1.541, 3.407], [2.884, -0.989, 3.706], [4.952, 0.352, 1.897], [4.356, 0.981, 3.430], [3.230, 2.040, 1.429], [2.116, 1.249, 2.540], [3.205, 0.148, -0.091], [1.536, 0.657, 0.185], [2.334, -4.917, -1.583], [2.332, -4.734, 0.176], [4.557, -5.404, -0.731], [4.613, -3.886, 0.161], [4.557, -4.218, -2.874], [5.908, -3.628, -1.916], [4.600, -1.770, -3.022], [4.610, -1.620, -1.268], [2.399, -2.840, -2.983], [2.293, -1.288, -2.169]],
  "forces_ev_per_a": [[-0.05, -0.35, -0.04], [0.05, -0.01, -0.11], [0.03, 0.09, 0.09], [-0.03, -0.07, 0.02], [-0.07, -0.03, -0.06], [0.05, -0.01, 0.01], [-0.02, -0.04, 0.02], [0.04, 0.02, -0.02], [0.06, -0.01, 0.06], [0.09, 0.02, 0.03], [-0.05, -0.12, 0.05], [0.14, 0.12, -0.04], [0.12, -0.06, 0.04], [-0.09, 0.07, 0.01], [-0.15, -0.04, 0.01], [0.23, 0.18, 0.06], [-0.31, -0.01, -0.18], [-0.03, 0.01, -0.05], [0.00, 0.00, -0.04], [0.01, -0.01, 0.01], [-0.01, 0.01, -0.01], [0.00, -0.02, -0.01], [-0.05, 0.01, 0.01], [0.07, 0.06, -0.03], [-0.01, -0.02, 0.08], [-0.02, 0.01, -0.01], [0.04, 0.01, -0.02], [-0.01, 0.01, 0.00], [0.00, 0.00, 0.00], [0.00, -0.01, 0.01], [-0.02, 0.00, -0.03], [-0.06, 0.00, -0.08], [-0.07, 0.05, 0.10], [0.02, 0.02, 0.01], [-0.03, -0.02, 0.00], [-0.04, -0.04, -0.04], [0.00, 0.02, 0.05], [0.00, 0.00, 0.00], [0.00, -0.01, 0.00], [0.00, 0.00, 0.00], [0.00, 0.01, 0.01], [0.01, -0.02, -0.05], [0.05, -0.06, 0.00], [0.02, 0.02, -0.01], [0.00, -0.02, 0.01], [-0.02, -0.08, 0.07], [-0.08, 0.22, 0.06], [0.02, -0.02, -0.07], [0.04, 0.02, 0.02], [-0.02, -0.01, -0.01], [-0.02, 0.00, -0.01], [0.01, 0.00, 0.01], [-0.02, -0.03, 0.00], [-0.01, 0.00, 0.00], [0.00, 0.00, 0.01], [0.00, 0.00, 0.01], [0.01, 0.02, -0.01], [0.02, -0.01, 0.01], [0.07, -0.01, 0.00], [-0.01, -0.01, 0.00], [0.01, 0.05, 0.02], [0.00, 0.01, 0.00], [0.01, 0.00, 0.00], [-0.04, 0.00, 0.00], [0.24, -0.09, 0.08], [-0.01, 0.03, -0.07], [-0.10, 0.05, 0.01], [0.03, -0.06, -0.01], [-0.01, 0.04, -0.04], [0.06, 0.00, 0.04], [-0.02, -0.04, 0.05], [-0.10, -0.02, -0.03], [0.02, 0.04, 0.05], [0.02, 0.02, -0.01], [-0.05, 0.00, 0.02], [0.00, 0.02, -0.03], [0.03, -0.02, 0.07], [-0.18, 0.10, -0.14], [0.13, 0.04, 0.07], [-0.03, 0.01, -0.06], [0.00, 0.04, 0.04], [-0.02, -0.04, 0.05], [0.17, -0.05, -0.06], [0.05, 0.00, -0.01], [0.01, 0.01, 0.01], [-0.05, 0.02, -0.01], [-0.02, 0.04, 0.01], [0.00, -0.02, 0.02], [-0.01, -0.01, 0.00], [-0.02, 0.00, -0.03], [-0.02, 0.01, 0.00], [0.04, -0.01, -0.03], [0.03, -0.01, -0.03], [0.00, -0.03, -0.06], [-0.03, 0.00, 0.03], [-0.01, -0.01, 0.01], [-0.01, -0.01, -0.01], [0.00, -0.01, 0.00], [0.04, 0.01, -0.02], [-0.01, 0.01, 0.00], [-0.11, -0.02, 0.02], [-0.03, -0.02, -0.05], [0.00, 0.02, 0.02], [-0.03, 0.00, 0.01], [-0.02, -0.01, 0.02], [0.01, 0.00, 0.03], [0.00, -0.01, 0.00], [0.01, 0.00, -0.01], [0.00, -0.02, -0.02], [-0.01, 0.01, 0.00], [0.01, 0.02, 0.03], [0.05, 0.05, 0.08], [0.00, -0.02, -0.02]],
  "mulliken_charge": [0.91, -1.72, 0.90, -0.92, 0.32, -0.81, -0.44, -0.85, -0.63, 0.55, -1.27, 0.83, -1.26, -0.63, -0.80, 0.81, -0.22, 0.72, -0.98, -0.28, -0.99, -0.17, 0.12, 0.60, 0.49, 0.46, 0.21, 0.53, 0.44, 0.48, 0.56, 0.31, 0.53, 0.45, 0.40, 0.55, -0.46, 0.45, 0.43, 0.43, 0.55, -0.24, 0.25, -0.79, 0.02, -0.78, 0.73, -0.99, 0.26, -0.01, -0.85, 0.43, -0.40, 0.33, 0.36, 0.37, 0.27, 0.73, -0.22, 0.53, -0.67, 0.38, 0.37, 0.91, -1.62, 1.04, -0.48, -0.34, -1.35, -0.31, -0.93, 0.77, -0.72, -0.97, -1.06, -0.25, -0.58, 0.65, -0.79, -0.57, -0.96, -0.64, -0.38, -0.05, 0.32, -0.08, 0.52, 0.47, 0.43, -0.01, 0.41, 0.34, 0.53, -0.06, 0.73, 0.41, 0.26, 0.32, 0.50, 0.51, -0.07, 0.45, -0.04, 0.47, 0.27, 0.46, 0.17, 0.30, 0.44, 0.44, 0.17, 0.40, -0.09],
  "e_homo_ev": -8.8,
  "lumo_ev": -2.42,
  "charge": 1,
  "homo_lumo_gap_ev": 6.363
}